Below is H2N2O4P as an isolated structure at a distorted geometry, with properties calculated with ωB97M-V/def2-TZVPD.

Values from the calculation:
* total charge: -1
* maximum force: 5.74 eV Å⁻¹
* total energy: -753.09385 hartree
* gap between HOMO and LUMO: 9.4 eV
* energy above the lowest of the compared OMol25 structures with the same formula, charge and spin: 1.197 eV
* HOMO: -5.0 eV

Each line ends with the Mulliken charge.
Element x y z (Å)
N  -1.5121  0.5932  2.5138  0.25
N  0.4371  0.5853  -0.2986  -0.56
O  -1.3697  -0.5254  2.8632  -0.38
O  -0.8305  2.7702  -0.0248  -0.71
O  -2.1561  0.5562  0.5766  -0.68
O  -0.2970  1.1753  1.9832  -0.31
P  -0.8881  1.3883  0.4349  0.95
H  0.5311  -0.3525  -0.2243  0.20
H  0.3492  0.9290  -1.3045  0.22


Below is an isolated ion of composition H2N2O4P and charge -1 at a distorted geometry, with properties calculated with ωB97M-V/def2-TZVPD.

Values from the calculation:
* total charge: -1
* maximum force: 7.46 eV Å⁻¹
* total energy: -753.05625 hartree
* gap between HOMO and LUMO: 9.5 eV
* energy above the lowest of the compared OMol25 structures with the same formula, charge and spin: 2.220 eV
* HOMO: -5.3 eV

Each line ends with the Mulliken charge.
Element x y z (Å)
N  -1.3248  -0.1420  0.2534  -0.63
N  1.1560  -0.9041  0.0567  0.76
O  0.6185  1.6428  0.8111  -0.66
O  0.7986  -2.0162  -0.2566  -0.56
O  2.2629  -0.6834  0.5615  -0.56
O  0.0283  0.9756  -1.9111  -0.75
P  0.1349  0.6458  -0.1778  0.88
H  -1.9188  0.4331  -0.4667  0.26
H  -1.7556  0.0483  1.1293  0.25


Below is one molecule with the formula H2N2O4S at a distorted geometry, with properties calculated with ωB97M-V/def2-TZVPD.

Values from the calculation:
* maximum force: 2.67 eV Å⁻¹
* total energy: -809.68944 hartree
* gap between HOMO and LUMO: 10.7 eV
* energy above the lowest of the compared OMol25 structures with the same formula, charge and spin: 2.419 eV
* HOMO: -10.6 eV

Each line ends with the Mulliken charge.
Element x y z (Å)
N  -1.4245  -0.2320  -1.0153  -0.61
N  0.7986  -0.3041  1.8969  0.35
O  1.6579  0.3054  1.3771  -0.34
O  0.9966  -0.5592  -0.7263  -0.41
O  0.1421  1.7016  -0.3503  -0.51
O  -0.3239  -0.3338  1.2182  -0.15
S  -0.2170  0.3261  -0.3658  1.00
H  -2.1336  0.4642  -1.2206  0.28
H  0.5038  -1.3683  -0.8138  0.38


Below is H2N2O4S2 as an isolated structure at a distorted geometry, with properties calculated with ωB97M-V/def2-TZVPD.

Values from the calculation:
* total charge: -2
* maximum force: 3.67 eV Å⁻¹
* total energy: -1208.00498 hartree
* gap between HOMO and LUMO: 6.1 eV
* energy above the lowest of the compared OMol25 structures with the same formula, charge and spin: 0.344 eV
* HOMO: 0.5 eV

Each line ends with the Mulliken charge.
Element x y z (Å)
N  0.9700  0.1183  -0.9426  -0.41
N  -1.0814  -1.0849  0.5450  -0.81
O  0.6070  2.2042  -1.9069  -0.64
O  -1.1808  1.4077  -0.3629  -0.75
O  1.0954  -0.3023  1.6064  -0.68
O  1.0880  -2.1863  -0.0689  -0.68
S  0.3272  1.6399  -0.5434  0.32
S  0.6764  -0.8862  0.3220  0.87
H  -1.0758  -0.6200  1.4522  0.31
H  -1.4258  -0.2904  -0.1009  0.47


Below is H2N2O5Si as an isolated structure at a distorted geometry, with properties calculated with ωB97M-V/def2-TZVPD.

Values from the calculation:
* maximum force: 4.50 eV Å⁻¹
* total energy: -776.13821 hartree
* gap between HOMO and LUMO: 8.1 eV
* energy above the lowest of the compared OMol25 structures with the same formula, charge and spin: 3.008 eV
* HOMO: -10.1 eV

Each line ends with the Mulliken charge.
Element x y z (Å)
N  -0.1212  1.6140  0.6296  0.32
N  -1.4228  -0.2472  -2.0176  0.54
O  -0.4527  -0.8073  -0.6225  -0.36
O  -0.6290  2.6652  0.3905  -0.42
O  -2.1365  0.5227  -1.5735  -0.03
O  1.1892  1.3759  0.3754  0.01
O  1.5153  0.0637  0.7478  -0.13
Si  0.6083  -1.2821  0.4863  0.29
H  1.5643  -2.2407  -0.1297  -0.11
H  -0.1148  -1.6641  1.7137  -0.10


Below is a 2-piece molecular cluster, H2N2OS overall at a distorted geometry, with properties calculated with ωB97M-V/def2-TZVPD.

Values from the calculation:
* maximum force: 6.95 eV Å⁻¹
* total energy: -584.09032 hartree
* gap between HOMO and LUMO: 10.5 eV
* energy above the lowest of the compared OMol25 structures with the same formula, charge and spin: 0.430 eV
* HOMO: -10.2 eV

Each line ends with the Mulliken charge.
Element x y z (Å)
N  1.1269  1.4402  -0.0434  -0.22
N  1.5570  0.3837  -0.0761  0.28
O  -1.7431  -0.6329  0.1228  -0.60
S  2.2254  -0.9372  -0.1459  -0.06
H  -1.7993  -0.0775  0.7898  0.28
H  -1.3669  -0.1764  -0.6472  0.31


Below is a 2-piece molecular cluster, H2N3O overall at a distorted geometry, with properties calculated with ωB97M-V/def2-TZVPD.

Values from the calculation:
* total charge: -1
* maximum force: 3.60 eV Å⁻¹
* total energy: -240.50008 hartree
* gap between HOMO and LUMO (alpha / beta): 5.7 / 5.8 eV
* energy above the lowest of the compared OMol25 structures with the same formula, charge and spin: 5.222 eV
* HOMO (alpha / beta): -2.4 / -2.5 eV

Each line ends with the Mulliken charge.
Element x y z (Å)
N  0.2701  -1.1482  0.3636  -0.52
N  -0.7669  2.1758  0.6153  -0.28
N  -0.4258  -0.6021  -0.4838  0.07
O  -0.2095  -0.5591  -1.6949  -0.63
H  1.1861  -1.4460  -0.0229  0.16
H  -0.0539  1.5795  1.2228  0.19


Below is an isolated ion of composition H2N3O2S and charge -1 at a distorted geometry, with properties calculated with ωB97M-V/def2-TZVPD.

Values from the calculation:
* total charge: -1
* maximum force: 4.08 eV Å⁻¹
* total energy: -713.99692 hartree
* gap between HOMO and LUMO: 6.8 eV
* energy above the lowest of the compared OMol25 structures with the same formula, charge and spin: 2.457 eV
* HOMO: -3.2 eV

Each line ends with the Mulliken charge.
Element x y z (Å)
N  1.9189  -0.5057  -0.3841  -0.40
N  -1.4090  0.5778  0.3099  -0.41
N  0.8113  -0.3911  0.1595  0.82
O  0.6504  -0.5751  1.4522  -0.77
O  1.9916  -0.6112  -1.7579  -0.61
S  -0.5166  -0.1652  -0.9155  -0.03
H  -1.0917  1.0228  1.1537  0.22
H  -2.3547  0.6476  -0.0177  0.18


Below is an isolated ion of composition H2N3O2S and charge -1 at a distorted geometry, with properties calculated with ωB97M-V/def2-TZVPD.

Values from the calculation:
* total charge: -1
* maximum force: 2.56 eV Å⁻¹
* total energy: -713.99556 hartree
* gap between HOMO and LUMO: 6.5 eV
* energy above the lowest of the compared OMol25 structures with the same formula, charge and spin: 2.494 eV
* HOMO: -3.0 eV

Each line ends with the Mulliken charge.
Element x y z (Å)
N  -0.3903  -0.4849  -0.9296  -0.32
N  0.3759  0.2106  0.1164  1.02
N  1.6382  -0.0421  0.2079  -0.51
O  -0.2022  1.2037  0.5835  -0.83
O  2.3885  0.7739  0.8931  -0.59
S  -2.0128  -0.6854  -0.3508  -0.28
H  0.0479  -1.3423  -1.0316  0.29
H  -1.8453  0.3666  0.5111  0.24


Below is a 2-piece molecular cluster, H2N3O3P overall at a distorted geometry, with properties calculated with ωB97M-V/def2-TZVPD.

Values from the calculation:
* total charge: -2
* maximum force: 3.55 eV Å⁻¹
* total energy: -732.55753 hartree
* gap between HOMO and LUMO: 7.1 eV
* energy above the lowest of the compared OMol25 structures with the same formula, charge and spin: 0.228 eV
* HOMO: -0.3 eV

Each line ends with the Mulliken charge.
Element x y z (Å)
N  -2.4711  0.4656  -2.8593  0.34
N  -1.8450  0.4446  -1.8895  -0.76
N  -3.0473  0.5758  -3.8817  -0.59
O  0.9150  -0.9102  2.5845  -0.48
O  1.2919  -0.1407  0.1246  -0.45
O  3.1013  0.1131  1.8948  -0.50
P  1.6903  0.4700  1.7504  -0.14
H  0.4137  0.1317  -0.0741  0.33
H  -0.0488  -1.1498  2.3503  0.25


Below is one molecule with the formula H2N4 at a distorted geometry, with properties calculated with ωB97M-V/def2-TZVPD.

Values from the calculation:
* maximum force: 4.75 eV Å⁻¹
* total energy: -220.06348 hartree
* gap between HOMO and LUMO: 8.9 eV
* energy above the lowest of the compared OMol25 structures with the same formula, charge and spin: 3.557 eV
* HOMO: -9.2 eV

Each line ends with the Mulliken charge.
Element x y z (Å)
N  1.4300  0.6929  -0.2867  -0.41
N  -1.7070  -0.5186  -0.0829  -0.40
N  0.4565  0.2738  0.3529  0.18
N  -0.7687  0.2633  -0.0441  0.18
H  2.2213  0.7224  0.3601  0.26
H  -1.6322  -1.4338  -0.2992  0.20


Below is one molecule with the formula H2N4 at a distorted geometry, with properties calculated with ωB97M-V/def2-TZVPD.

Values from the calculation:
* maximum force: 4.92 eV Å⁻¹
* total energy: -220.04751 hartree
* gap between HOMO and LUMO: 9.0 eV
* energy above the lowest of the compared OMol25 structures with the same formula, charge and spin: 3.992 eV
* HOMO: -8.9 eV

Each line ends with the Mulliken charge.
Element x y z (Å)
N  0.3171  0.4625  -1.7765  -0.39
N  -0.0996  -0.0461  1.7282  -0.38
N  -0.1253  0.5672  -0.6681  0.18
N  -0.2743  -0.1684  0.5246  0.11
H  1.0175  -0.2386  -2.0346  0.22
H  -0.8355  -0.5767  2.2264  0.26


Below is H2N4 as an isolated structure at a distorted geometry, with properties calculated with ωB97M-V/def2-TZVPD.

Values from the calculation:
* maximum force: 3.80 eV Å⁻¹
* total energy: -219.83483 hartree
* gap between HOMO and LUMO (alpha / beta): 5.5 / 3.9 eV
* energy above the lowest of the compared OMol25 structures with the same formula, charge and spin: 9.779 eV
* HOMO (alpha / beta): -9.1 / -8.5 eV

Each line ends with the Mulliken charge.
Element x y z (Å)
N  -1.4576  0.1800  0.0356  -0.09
N  -0.7627  -0.9345  0.0310  -0.14
N  -0.3199  0.9409  0.0943  -0.08
N  0.3354  -0.2366  -0.1820  -0.05
H  -0.1869  1.8160  -0.4008  0.26
H  2.3918  -1.7658  0.4219  0.11


Below is a 2-piece molecular cluster, H2N4 overall at a distorted geometry, with properties calculated with ωB97M-V/def2-TZVPD.

Values from the calculation:
* maximum force: 4.20 eV Å⁻¹
* total energy: -220.14665 hartree
* gap between HOMO and LUMO: 9.3 eV
* energy above the lowest of the compared OMol25 structures with the same formula, charge and spin: 1.294 eV
* HOMO: -8.3 eV

Each line ends with the Mulliken charge.
Element x y z (Å)
N  -0.0865  -0.3247  0.3972  0.09
N  -1.5893  -0.0444  -1.5882  -0.06
N  -0.5531  -1.2882  0.8487  -0.54
N  -2.3650  -0.7637  -1.2271  -0.06
H  0.8017  0.1233  0.8058  0.24
H  -0.4507  -0.0130  -0.5249  0.33


Below is a 2-piece molecular cluster, H2N4O3 overall at a distorted geometry, with properties calculated with ωB97M-V/def2-TZVPD.

Values from the calculation:
* maximum force: 2.48 eV Å⁻¹
* total energy: -445.63595 hartree
* gap between HOMO and LUMO (alpha / beta): 8.5 / 8.3 eV
* energy above the lowest of the compared OMol25 structures with the same formula, charge and spin: 3.654 eV
* HOMO (alpha / beta): -9.2 / -9.1 eV

Each line ends with the Mulliken charge.
Element x y z (Å)
N  -0.1540  -1.3639  -0.0843  0.54
N  1.4562  0.3114  -0.2038  -0.40
N  0.3343  -0.3570  -0.5255  -0.06
N  -1.4336  0.8482  -0.0417  0.81
O  -2.1521  -0.0747  -0.0374  -0.43
O  0.0934  -2.4840  0.2792  -0.52
O  -1.4783  2.0399  -0.0047  -0.47
H  2.0067  -0.2044  0.4854  0.24
H  1.3274  1.2845  0.1330  0.28


Below is a 2-piece molecular cluster, H2N4O5S overall at a distorted geometry, with properties calculated with ωB97M-V/def2-TZVPD.

Values from the calculation:
* maximum force: 7.65 eV Å⁻¹
* total energy: -994.30930 hartree
* gap between HOMO and LUMO (alpha / beta): 8.4 / 8.2 eV
* energy above the lowest of the compared OMol25 structures with the same formula, charge and spin: 1.708 eV
* HOMO (alpha / beta): -9.7 / -9.3 eV

Each line ends with the Mulliken charge.
Element x y z (Å)
N  -1.0137  1.1441  -0.5497  0.63
N  2.0567  -0.9077  0.5226  -0.50
N  -0.2646  0.2838  -0.1263  -0.19
N  -2.5328  -0.2681  0.9116  0.90
O  -2.9948  -1.1737  1.4688  -0.49
O  -1.1509  2.0926  -1.2820  -0.47
O  -2.7623  0.8113  0.5950  -0.43
O  1.2961  -0.7074  -1.8130  -0.59
O  2.1212  1.3026  -0.6541  -0.52
S  1.4303  0.0937  -0.6329  1.10
H  1.7740  -1.8871  0.1094  0.32
H  2.0407  -0.7841  1.4507  0.25


Below is H2N4O6S3 as an isolated structure at a distorted geometry, with properties calculated with ωB97M-V/def2-TZVPD.

Values from the calculation:
* maximum force: 5.22 eV Å⁻¹
* total energy: -1865.81314 hartree
* gap between HOMO and LUMO (alpha / beta): 6.8 / 8.2 eV
* energy above the lowest of the compared OMol25 structures with the same formula, charge and spin: 2.055 eV
* HOMO (alpha / beta): -9.3 / -9.3 eV

Each line ends with the Mulliken charge.
Element x y z (Å)
N  -1.8269  -0.7721  1.6333  1.09
N  -0.5904  0.6544  -1.4160  1.08
N  0.5963  -0.6525  1.3942  -0.25
N  0.7210  0.4858  -1.3097  -0.20
O  -1.8674  -1.8881  1.3151  -0.41
O  -2.2765  0.1812  2.0342  -0.38
O  -0.9909  1.2923  -2.4057  -0.72
O  -1.3312  0.1488  -0.5118  -0.59
O  2.4452  0.6089  0.4262  -0.61
O  0.2926  1.6753  0.9743  -0.54
S  0.6013  -2.1591  0.6911  -0.03
S  1.7885  1.2132  -2.3175  -0.14
S  1.0316  0.5321  0.5295  1.19
H  0.7878  -3.0467  1.8534  0.22
H  0.6190  1.7265  -2.8907  0.27


Below is an isolated ion of composition H2N5O2 and charge -1 at a distorted geometry, with properties calculated with ωB97M-V/def2-TZVPD.

Values from the calculation:
* total charge: -1
* maximum force: 3.13 eV Å⁻¹
* total energy: -425.28735 hartree
* gap between HOMO and LUMO (alpha / beta): 7.6 / 7.6 eV
* energy above the lowest of the compared OMol25 structures with the same formula, charge and spin: 1.510 eV
* HOMO (alpha / beta): -2.9 / -2.9 eV

Each line ends with the Mulliken charge.
Element x y z (Å)
N  -1.7191  -0.7632  -0.0179  -0.40
N  -0.2390  -0.6432  0.1968  -0.21
N  0.4451  0.5006  0.0102  0.04
N  -2.2680  0.3693  0.0852  0.26
N  0.0174  1.6720  0.5153  0.07
O  -3.4809  0.4736  -0.0759  -0.75
O  0.1717  2.6697  -0.1717  -0.47
H  0.0683  -1.0857  1.0867  0.23
H  0.9092  0.4481  -0.9463  0.23


Below is H2NO2P as an isolated structure at a distorted geometry, with properties calculated with ωB97M-V/def2-TZVPD.

Values from the calculation:
* maximum force: 3.58 eV Å⁻¹
* total energy: -547.69140 hartree
* gap between HOMO and LUMO (alpha / beta): 8.4 / 8.4 eV
* energy above the lowest of the compared OMol25 structures with the same formula, charge and spin: 3.323 eV
* HOMO (alpha / beta): -10.1 / -10.1 eV

Each line ends with the Mulliken charge.
Element x y z (Å)
N  0.4366  -1.2052  1.1532  -0.49
O  1.2218  0.4856  -0.3772  -0.45
O  -1.1471  0.6166  -0.6078  -0.48
P  -0.0577  -0.4598  -0.0578  0.68
H  1.5763  -0.2596  0.1608  0.38
H  -2.0299  0.8224  -0.2711  0.36


Below is a 2-piece molecular cluster, H2NO2S overall at a distorted geometry, with properties calculated with ωB97M-V/def2-TZVPD.

Values from the calculation:
* total charge: -1
* maximum force: 2.28 eV Å⁻¹
* total energy: -604.52006 hartree
* gap between HOMO and LUMO (alpha / beta): 8.6 / 5.7 eV
* energy above the lowest of the compared OMol25 structures with the same formula, charge and spin: 3.628 eV
* HOMO (alpha / beta): -4.7 / -2.5 eV

Each line ends with the Mulliken charge.
Element x y z (Å)
N  -0.1028  0.6482  1.1232  -0.54
O  0.8397  -1.3758  -0.1954  -0.33
O  1.6529  0.9320  -0.7284  -0.39
S  0.6488  0.0619  -0.1303  0.13
H  -1.0316  0.1908  1.0599  0.30
H  -2.0070  -0.4571  -1.1290  -0.17